An isolated molecule of C5H4O2 in a non-equilibrium geometry, computed with the ωB97M-V functional and the def2-TZVPD basis.

Geometry as XYZ:
```
11
Properties=species:S:1:pos:R:3:forces:R:3
O -1.7630 -1.4217 1.2680 0.921 0.392 -0.769
C -0.9445 -1.0925 0.5429 -0.929 -0.394 0.821
C 0.9342 0.3864 1.1165 0.007 0.091 -0.073
C 0.4151 1.0557 0.0531 -0.019 -0.125 0.128
C 0.0164 0.4120 -1.1567 -0.041 -0.088 0.033
C -0.4753 -0.8732 -1.1524 -0.026 -0.208 -0.439
O -0.7615 -1.8256 -1.8173 0.152 0.485 0.379
H 1.0565 0.8766 2.0784 -0.040 -0.058 -0.136
H 1.3935 -0.5912 1.0107 -0.081 0.130 -0.027
H 0.2067 2.1215 0.1495 0.047 -0.155 -0.011
H -0.0782 0.9519 -2.0925 0.008 -0.070 0.094
```
Forces are in eV/Å.

As for the total energy: -343.3057 Ha. The lowest unoccupied orbital energy comes out at 0.233 eV. As for the relative energy (zero: lowest compared OMol25 entry of this formula, charge and spin): 227.52 kJ/mol.

=====

An isolated molecule of C5H4O2 in a non-equilibrium geometry, computed with the ωB97M-V functional and the def2-TZVPD basis.

Geometry as XYZ:
```
11
Properties=species:S:1:pos:R:3:forces:R:3
O -0.2737 1.3988 -1.4499 0.682 -0.326 -2.022
C -0.0491 0.2285 -1.3318 0.024 0.762 0.044
C -1.0968 -0.5909 -0.7131 0.033 0.211 0.542
C -1.0428 0.0360 0.5061 -0.024 -0.980 0.755
C 0.3262 0.2673 1.0130 0.107 0.158 0.011
C 1.3995 -0.0429 0.2516 -0.014 0.227 0.378
O 1.2508 -0.2081 -1.1027 0.022 -0.039 0.187
H -1.4876 -1.5752 -0.9493 -0.823 0.763 -0.469
H -1.8986 0.2713 1.1315 0.096 -1.077 0.512
H 0.4479 0.4025 2.0786 0.063 0.237 -0.069
H 2.4242 -0.1873 0.5658 -0.165 0.067 0.132
```
Forces are in eV/Å.

As for the total energy: -343.2687 Ha. The lowest unoccupied orbital energy (alpha / beta) comes out at -0.205 / -0.205 eV. As for the relative energy (zero: lowest compared OMol25 entry of this formula, charge and spin): 324.63 kJ/mol. As for the structure (SMILES): O=c1cccco1.

=====

> relative energy (zero: lowest compared OMol25 entry of this formula, charge and spin) of number 2 (C5H4O2)?

324.63 kJ/mol

=====

> relative energy (zero: lowest compared OMol25 entry of this formula, charge and spin) of number 1 (C5H4O2)?

227.52 kJ/mol

=====

> What is the relative energy (zero: lowest compared OMol25 entry of this formula, charge and spin) in the second record?

324.63 kJ/mol